1.
Formula: C4H3LiOSr
Source: the Open Molecules 2025 dataset
Level of theory: ωB97M-V/def2-TZVPD

Values from the calculation:
* lowest unoccupied orbital energy: -0.30847 Eh
* Kohn-Sham gap: 8.90 eV
* energy above the lowest of the compared OMol25 structures with the same formula, charge and spin: 0.000 eV

```
! wB97M-V def2-TZVPD RIJCOSX def2/J DEFGRID3
* xyz 2 1
C -0.97 -1.43 0.97
C -0.33 -2.28 1.58
H 0.17 -3.04 2.18
Sr -2.02 -0.05 -0.85
O 1.22 1.52 0.55
C 0.79 1.44 -0.51
C 0.20 1.14 -1.67
Li 0.43 0.28 2.19
H -0.16 2.07 -2.16
H 0.67 0.35 -2.28
*
```

---

2.
Formula: C12H27FNO9PS
Source: the Open Molecules 2025 dataset
Level of theory: ωB97M-V/def2-TZVPD

Values from the calculation:
* lowest unoccupied orbital energy: 0.01804 Eh
* Kohn-Sham gap: 9.11 eV
* energy above the lowest of the compared OMol25 structures with the same formula, charge and spin: 0.727 eV

```
! wB97M-V def2-TZVPD RIJCOSX def2/J DEFGRID3
* xyz 0 1
C -0.62 4.53 -1.03
P -0.27 3.50 -2.50
C 0.43 4.68 -3.71
N 1.11 2.43 -2.12
C 1.50 2.41 -0.68
C 2.87 1.77 -0.44
O 3.76 2.14 -1.47
S 0.76 0.90 -2.74
O -0.60 0.65 -2.99
O 1.60 0.71 -3.85
F 1.21 -0.12 -1.65
H -1.05 3.97 -0.21
H 0.24 5.06 -0.64
H -1.33 5.30 -1.32
H -0.30 5.43 -3.96
H 1.34 5.16 -3.36
H 0.69 4.10 -4.59
H 1.61 3.44 -0.36
H 0.75 1.94 -0.05
H 2.81 0.71 -0.29
H 3.25 2.19 0.49
H 4.11 1.34 -1.88
C 2.11 -0.67 5.33
C 2.57 -2.05 4.92
O 1.90 -2.51 3.74
C 2.35 -2.00 2.59
O 3.26 -1.23 2.46
O 1.61 -2.50 1.60
C 1.94 -1.99 0.31
H 1.02 -0.65 5.43
H 2.56 -0.38 6.27
H 2.38 0.07 4.58
H 2.33 -2.77 5.70
H 3.65 -2.08 4.77
H 3.00 -2.11 0.11
H 1.66 -0.95 0.25
H 1.37 -2.56 -0.42
C -2.23 -1.87 -2.15
C -3.61 -2.46 -2.35
O -3.98 -3.34 -1.27
C -4.38 -2.74 -0.15
O -4.49 -1.56 0.02
O -4.66 -3.69 0.75
C -5.04 -3.19 2.03
H -1.50 -2.66 -1.99
H -1.94 -1.29 -3.02
H -2.21 -1.22 -1.28
H -3.63 -3.08 -3.24
H -4.36 -1.69 -2.47
H -5.86 -2.48 1.94
H -4.19 -2.72 2.52
H -5.37 -4.04 2.61
*
```

---

3.
Formula: C42H59N8O2STi
Source: the Open Molecules 2025 dataset
Level of theory: ωB97M-V/def2-TZVPD

Values from the calculation:
* lowest unoccupied orbital energy (alpha / beta): -0.00885 / -0.02372 Eh
* Kohn-Sham gap (alpha / beta): 6.60 / 6.43 eV

```
! wB97M-V def2-TZVPD RIJCOSX def2/J DEFGRID3
* xyz 0 2
Ti 0.37 0.37 -0.37
C 6.42 0.26 -2.15
C 5.10 0.46 -2.89
N 4.07 -0.48 -2.47
C 3.29 -0.33 -1.38
S 3.38 1.06 -0.37
N 2.52 -1.37 -1.09
N 1.59 -1.12 -0.13
C 1.45 -1.94 0.88
C 2.34 -3.12 1.09
C 0.45 -1.49 1.81
C 0.29 -2.02 3.10
C -0.55 -1.39 3.99
C -1.21 -0.23 3.59
C -1.03 0.22 2.30
N -0.24 -0.39 1.42
H 7.17 0.96 -2.53
H 6.79 -0.76 -2.29
H 6.28 0.44 -1.09
H 5.25 0.32 -3.96
H 4.73 1.47 -2.73
H 3.90 -1.30 -3.02
H 2.90 -3.30 0.18
H 1.76 -4.01 1.35
H 3.05 -2.93 1.90
H 0.84 -2.91 3.38
H -0.68 -1.78 4.99
H -1.87 0.30 4.26
H -1.53 1.12 1.95
C -0.75 -2.15 -1.35
C -1.74 -2.61 -0.52
C -2.70 -1.50 -0.36
C -2.24 -0.46 -1.11
C -0.97 -0.77 -1.78
C -0.93 -0.58 -3.32
C -1.41 0.79 -3.81
C -1.91 -1.60 -3.93
C 0.47 -0.84 -3.89
C -4.04 -1.38 0.37
C -4.09 -2.09 1.73
C -5.18 -1.90 -0.53
C -4.37 0.11 0.64
C -1.79 -4.08 -0.08
C -0.70 -4.89 -0.81
C -1.55 -4.27 1.43
C -3.12 -4.72 -0.49
H 0.07 -2.74 -1.73
H -2.77 0.47 -1.27
H -1.68 0.71 -4.87
H -0.65 1.56 -3.75
H -2.30 1.13 -3.28
H -2.93 -1.36 -3.64
H -1.69 -2.61 -3.60
H -1.85 -1.57 -5.02
H 0.76 -1.88 -3.75
H 0.47 -0.63 -4.97
H 1.22 -0.20 -3.42
H -4.00 -3.17 1.64
H -5.05 -1.88 2.22
H -3.30 -1.73 2.38
H -5.08 -2.96 -0.76
H -5.17 -1.36 -1.48
H -6.14 -1.75 -0.04
H -3.49 0.66 0.99
H -5.15 0.18 1.41
H -4.74 0.60 -0.26
H 0.30 -4.52 -0.57
H -0.84 -4.86 -1.89
H -0.76 -5.93 -0.49
H -0.48 -4.25 1.64
H -1.94 -5.24 1.76
H -2.01 -3.49 2.02
H -3.35 -4.48 -1.53
H -3.95 -4.39 0.13
H -3.06 -5.81 -0.40
C 2.63 0.73 5.05
C 3.22 0.32 3.71
N 2.32 0.72 2.65
C 1.63 1.90 2.66
N 1.05 2.27 1.55
C 0.42 3.58 1.52
C 0.99 4.54 2.55
C 0.89 3.87 3.90
N 1.55 2.57 3.85
C 2.35 2.21 5.01
H 3.32 0.50 5.86
H 1.70 0.18 5.21
H 3.35 -0.76 3.66
H 4.21 0.78 3.59
H 2.66 0.52 1.70
H -0.66 3.49 1.66
H 0.58 4.00 0.52
H 0.45 5.49 2.54
H 2.04 4.73 2.32
H -0.16 3.76 4.20
H 1.39 4.47 4.67
H 1.79 2.51 5.90
H 3.29 2.77 5.01
O -0.99 1.95 -0.35
C -0.28 2.48 -1.24
N 0.78 1.81 -1.70
C 1.38 2.54 -2.72
O 2.32 2.20 -3.40
C 0.60 3.83 -2.86
C 0.74 4.88 -3.73
C -0.19 5.91 -3.64
C -1.22 5.88 -2.71
C -1.36 4.80 -1.84
C -0.44 3.78 -1.93
H 1.55 4.89 -4.45
H -0.11 6.76 -4.31
H -1.92 6.70 -2.66
H -2.16 4.75 -1.11
*
```

---

4.
Formula: C52H44BInN9O4S
Source: the Open Molecules 2025 dataset
Level of theory: ωB97M-V/def2-TZVPD

Values from the calculation:
* lowest unoccupied orbital energy: -0.12241 Eh
* Kohn-Sham gap: 6.07 eV
* energy above the lowest of the compared OMol25 structures with the same formula, charge and spin: 1.841 eV

```
! wB97M-V def2-TZVPD RIJCOSX def2/J DEFGRID3
* xyz 1 1
In 0.74 0.23 1.89
O -2.58 -1.72 3.50
C -1.60 -1.04 3.32
N -1.26 -0.46 2.19
C -2.03 -0.60 1.02
C -1.27 -0.18 -0.23
C -1.90 -0.12 -1.50
C -1.28 0.40 -2.58
C 0.03 0.86 -2.47
C 0.70 0.69 -1.26
N 0.03 0.26 -0.17
C -0.59 -0.89 4.46
C -0.80 -1.60 5.66
C 0.14 -1.49 6.66
C 1.22 -0.65 6.43
C 1.30 0.07 5.25
N 0.46 -0.11 4.24
H -2.92 -0.05 1.07
H -2.49 -1.64 0.94
H -2.94 -0.37 -1.55
H -1.85 0.56 -3.48
H 0.40 1.51 -3.26
H 1.70 1.12 -1.12
H -1.70 -2.20 5.73
H 0.04 -2.00 7.59
H 1.94 -0.42 7.19
H 2.07 0.78 5.08
C 0.90 4.38 4.01
C 0.29 3.26 3.64
N 0.61 2.82 2.24
C 1.94 3.22 1.85
C 2.21 4.60 2.16
N 1.64 5.22 3.18
C 2.95 2.33 1.62
C 4.26 2.80 1.20
C 5.13 1.84 0.73
C 4.81 0.45 0.76
C 3.59 0.08 1.26
N 2.67 0.98 1.64
C 3.19 -1.35 1.46
C 4.16 -2.37 1.52
N 3.82 -3.61 1.62
C 2.51 -3.89 1.87
C 1.56 -2.90 1.98
N 1.94 -1.64 1.76
C 6.43 2.28 0.09
C 6.68 2.07 -1.24
C 7.92 2.52 -1.74
N 8.84 3.08 -0.98
C 8.56 3.24 0.31
C 7.37 2.87 0.90
H 0.70 4.72 5.00
H -0.34 2.58 4.20
H 3.06 5.12 1.71
H 4.54 3.89 1.15
H 5.50 -0.30 0.46
H 5.20 -2.06 1.37
H 2.25 -4.88 2.12
H 0.56 -3.08 2.30
H 5.94 1.60 -1.88
H 8.17 2.32 -2.79
H 9.38 3.56 1.00
H 7.17 3.05 1.98
C -6.30 2.43 -0.85
C -5.33 2.28 -2.02
C -5.38 0.79 -2.46
C -5.78 3.11 -3.21
C -3.94 2.65 -1.59
C -3.02 3.13 -2.48
C -1.70 3.39 -2.13
C -1.39 3.19 -0.80
O -0.15 3.42 -0.11
B -0.43 3.04 1.21
O -1.74 2.76 1.40
C -2.30 2.85 0.16
C -3.54 2.44 -0.23
H -7.30 2.43 -1.18
H -6.15 3.42 -0.39
H -6.20 1.61 -0.10
H -6.36 0.54 -2.78
H -5.10 0.12 -1.59
H -4.57 0.60 -3.21
H -6.84 2.94 -3.29
H -5.32 2.75 -4.21
H -5.54 4.14 -3.10
H -3.26 3.30 -3.54
H -0.87 3.63 -2.82
H -4.27 2.21 0.48
O -0.75 -2.97 -0.09
S -1.12 -4.29 -0.71
C 0.19 -4.57 -1.87
C 0.97 -3.57 -2.40
C 1.90 -3.94 -3.34
C 1.93 -5.25 -3.85
C 1.19 -6.25 -3.27
C 0.23 -5.88 -2.31
C -2.46 -3.91 -1.84
C -3.65 -4.55 -1.56
C -4.72 -4.46 -2.44
C -4.61 -3.57 -3.51
C -3.38 -2.93 -3.76
C -2.31 -3.05 -2.91
H 0.97 -2.61 -1.88
H 2.56 -3.20 -3.72
H 2.72 -5.56 -4.55
H 1.36 -7.33 -3.46
H -0.38 -6.64 -1.84
H -3.63 -5.21 -0.76
H -5.71 -4.86 -2.22
H -5.44 -3.40 -4.19
H -3.41 -2.32 -4.65
H -1.36 -2.59 -3.07
*
```

---

5.
Formula: C5H14N2S
Source: the Open Molecules 2025 dataset
Level of theory: ωB97M-V/def2-TZVPD

Values from the calculation:
* lowest unoccupied orbital energy: 0.03326 Eh
* structure (SMILES): C[C@@H](N)CNCCS
* Kohn-Sham gap: 9.08 eV
* energy above the lowest of the compared OMol25 structures with the same formula, charge and spin: 0.743 eV

```
! wB97M-V def2-TZVPD RIJCOSX def2/J DEFGRID3
* xyz 0 1
C -0.07 -2.59 -1.27
C 0.46 -1.46 -2.15
N 0.21 -1.51 -3.58
C 0.00 -0.05 -1.70
N -0.45 0.07 -0.36
C 0.02 1.07 0.59
C -0.32 0.66 1.99
S 0.24 2.01 3.12
H 0.35 -2.41 -0.29
H -1.15 -2.56 -1.13
H 0.27 -3.51 -1.72
H 1.54 -1.44 -2.11
H -0.71 -1.22 -3.87
H 0.46 -2.38 -4.02
H -0.78 0.27 -2.40
H 0.86 0.60 -1.90
H -1.27 -0.44 -0.09
H -0.55 1.98 0.35
H 1.00 1.40 0.25
H -1.40 0.55 2.12
H 0.17 -0.23 2.35
H -0.51 1.68 4.18
*
```